(i)
Formula: C3H6O2
Source: the Open Molecules 2025 dataset
Level of theory: ωB97M-V/def2-TZVPD

The geometry in XYZ format:
```
11
C3H6O2 (ωB97M-V/def2-TZVPD)
O -1.74397 0.39020 -1.59183
O 2.65687 0.41287 -0.10229
C -0.56711 -0.52523 1.07686
C 1.46824 0.42592 0.12491
C 0.74055 -0.64079 0.84054
H -1.49114 1.27451 -1.88069
H -1.12872 -1.29388 1.59963
H -1.13212 0.33239 0.71956
H -0.95521 -0.14851 -1.73266
H 0.82870 1.27411 -0.21145
H 1.32392 -1.50158 1.15742
```

Summary:
- frontier orbital gap (eV) = 10.3
- E_LUMO (eV) = 0.20
- SMILES string = C=CC=O.O

These are the natural (NBO) partial charges, in e, on atoms 1 to 6: -0.9375, -0.5129, -0.2963, 0.3882, -0.3297, 0.4711

=====

(ii)
Formula: C3H6O2
Source: the Open Molecules 2025 dataset
Level of theory: ωB97M-V/def2-TZVPD

The geometry in XYZ format:
```
11
C3H6O2 (ωB97M-V/def2-TZVPD)
O 0.76611 -1.31468 -0.53234
O 0.06659 -0.49128 1.80741
C 0.24588 0.51709 0.88635
C 0.63714 0.08659 -0.47852
C -0.74487 0.57708 -0.49085
H 0.23899 -1.32040 1.32259
H -0.91635 1.55377 -0.95751
H -1.59989 -0.06289 -0.35919
H 0.17257 -1.60597 -1.23705
H 1.40468 0.62664 -1.02213
H -0.27086 1.43406 1.06124
```

Summary:
- frontier orbital gap (eV) = 9.0
- E_LUMO (eV) = 0.82
- SMILES string = O[C@@H]1C[C@@H]1O

These are the natural (NBO) partial charges, in e, on atoms 1 to 6: -0.7146, -0.6876, 0.0395, 0.0374, -0.5220, 0.4897

=====

Energies relative to the most stable structure are (i) 0.0; (ii) 179.5, reported in kJ/mol.

=====

(i)
Formula: C3H6O2
Source: the Open Molecules 2025 dataset
Level of theory: ωB97M-V/def2-TZVPD

The geometry in XYZ format:
```
11
C3H6O2 (ωB97M-V/def2-TZVPD)
O -0.95984 0.63666 -0.92616
O 1.51341 -0.79898 0.42061
C -0.06049 1.14158 0.07028
C -0.78960 -0.70974 -0.45726
C 0.22356 -0.27272 0.60820
H -1.74192 -1.16460 -0.15912
H -0.56329 1.83226 0.75864
H -0.26998 -1.35525 -1.17465
H 0.81613 1.64080 -0.36356
H 1.85233 -0.50020 -0.43469
H -0.02032 -0.44980 1.65772
```

Summary:
- frontier orbital gap (eV) = 11.0
- E_LUMO (eV) = 0.96
- SMILES string = OC1COC1

These are the natural (NBO) partial charges, in e, on atoms 1 to 6: -0.5331, -0.6996, -0.0887, -0.0882, 0.0487, 0.1827

=====

(ii)
Formula: C3H6O2
Source: the Open Molecules 2025 dataset
Level of theory: ωB97M-V/def2-TZVPD

The geometry in XYZ format:
```
11
C3H6O2 (ωB97M-V/def2-TZVPD)
O 2.73343 -0.26040 -0.33633
O -0.65611 0.24740 -0.43077
C -1.66485 0.75519 0.46457
C 0.47444 -0.13592 0.05661
C 1.58234 -0.72050 -0.71125
H -2.23762 1.48963 -0.10030
H 0.67562 0.06022 1.11535
H -2.30627 -0.07410 0.76912
H 1.27707 -1.80551 -0.36604
H -1.19540 1.22186 1.33456
H 1.31736 -0.77785 -1.79552
```

Summary:
- frontier orbital gap (alpha / beta) (eV) = 7.4 / 7.4
- E_LUMO (alpha / beta) (eV) = -0.38 / -0.38

These are the natural (NBO) partial charges, in e, on atoms 1 to 6: -0.7830, -0.4180, -0.2596, 0.4483, -0.1002, 0.2150

=====

Energies relative to the most stable structure are (i) 0.0; (ii) 243.4, reported in kJ/mol.

=====

(i)
Formula: C3H6O2
Source: the Open Molecules 2025 dataset
Level of theory: ωB97M-V/def2-TZVPD

The geometry in XYZ format:
```
11
C3H6O2 (ωB97M-V/def2-TZVPD)
O 1.20390 -1.06722 -0.34437
O -1.85517 0.20116 -0.25603
C 0.63555 1.45243 -0.02242
C -0.93468 -0.65391 0.17345
C 0.48913 -0.06146 0.35686
H -1.03076 -1.94978 0.64901
H 1.52522 1.84580 0.51775
H -0.19025 2.08784 0.29169
H 1.04425 1.54193 -1.04621
H 2.10117 -0.78793 -0.18830
H 0.62058 -0.23176 1.53191
```

Summary:
- frontier orbital gap (eV) = 10.3
- E_LUMO (eV) = 0.37

These are the natural (NBO) partial charges, in e, on atoms 1 to 6: -0.6949, -0.5484, -0.6514, 0.4176, -0.0050, 0.1570

=====

(ii)
Formula: C3H6O2
Source: the Open Molecules 2025 dataset
Level of theory: ωB97M-V/def2-TZVPD

The geometry in XYZ format:
```
11
C3H6O2 (ωB97M-V/def2-TZVPD)
O -0.62337 0.16906 0.53810
O 0.28776 -0.95739 -1.19619
C -0.95903 -1.21445 1.17722
C 0.85358 1.35027 -1.00131
C 0.15549 0.05790 -0.57383
H 2.38827 1.12920 -0.70205
H -1.58271 -0.88425 2.05739
H -1.52987 -1.85489 0.39585
H 0.35122 2.50685 0.03300
H 0.04521 -1.76121 1.63871
H 0.61346 1.45891 -2.36687
```

Summary:
- frontier orbital gap (eV) = 10.5
- E_LUMO (eV) = 0.26

These are the natural (NBO) partial charges, in e, on atoms 1 to 6: -0.5354, -0.5932, -0.2875, -0.7147, 0.7066, 0.2603

=====

Energies relative to the most stable structure are (i) 0.0; (ii) 270.4, reported in kJ/mol.

=====

(i)
Formula: C3H6O2
Source: the Open Molecules 2025 dataset
Level of theory: ωB97M-V/def2-TZVPD

The geometry in XYZ format:
```
11
C3H6O2 (ωB97M-V/def2-TZVPD)
O 1.66745 -0.81281 0.98668
O -0.17749 0.61275 0.13977
C 0.08186 -0.24272 -0.82010
C 1.23394 -1.02049 -0.32924
C -1.52468 1.03583 0.06857
H 0.93611 -2.06968 -0.47299
H -2.02521 0.58930 0.93194
H 1.20484 -0.03754 1.33822
H -1.55701 2.11333 0.12165
H 2.01801 -0.81668 -1.06774
H -1.85782 0.64870 -0.89675
```

Summary:
- frontier orbital gap (eV) = 9.8
- E_LUMO (eV) = 0.83

These are the natural (NBO) partial charges, in e, on atoms 1 to 6: -0.7169, -0.5232, 0.2414, -0.2404, -0.2536, 0.2131

=====

(ii)
Formula: C3H6O2
Source: the Open Molecules 2025 dataset
Level of theory: ωB97M-V/def2-TZVPD

The geometry in XYZ format:
```
11
C3H6O2 (ωB97M-V/def2-TZVPD)
O 2.04597 -1.25805 -0.10023
O -1.81393 0.65736 -1.88218
C -0.79444 0.99138 0.24426
C -1.17943 0.21575 -0.95135
C -0.14291 0.40572 1.25004
H 1.68297 -2.02165 -0.56370
H -1.07462 2.04155 0.25521
H 0.15327 -0.63924 1.19991
H -0.83072 -0.84294 -0.94605
H 1.80217 -0.50099 -0.64767
H 0.15167 0.95111 2.14176
```

Summary:
- frontier orbital gap (eV) = 10.3
- E_LUMO (eV) = 0.19
- SMILES string = C=CC=O.O

These are the natural (NBO) partial charges, in e, on atoms 1 to 6: -0.9361, -0.5120, -0.3295, 0.3887, -0.2956, 0.4705

=====

Energies relative to the most stable structure are (i) 220.8; (ii) 0.0, reported in kJ/mol.

=====

(i)
Formula: C3H6SSe
Source: the Open Molecules 2025 dataset
Level of theory: ωB97M-V/def2-TZVPD

The geometry in XYZ format:
```
11
C3H6SSe (ωB97M-V/def2-TZVPD)
Se -2.15731 0.08972 0.17522
S 0.04998 1.88606 -0.26079
C 1.23464 0.69354 0.60263
C -1.22805 -1.32658 -0.53456
C 0.91180 0.46422 -0.86681
H 2.26354 1.01756 0.84309
H -0.52696 -1.89581 0.06886
H -1.76401 -1.86765 -1.32793
H -1.39849 0.13568 1.46433
H 1.76996 0.50566 -1.63095
H 0.84490 0.29760 1.46691
```

Summary:
- frontier orbital gap (alpha / beta) (eV) = 7.9 / 7.2
- E_LUMO (alpha / beta) (eV) = 0.23 / -0.06

These are the natural (NBO) partial charges, in e, on atoms 1 to 6: 0.3070, 0.1681, -0.4746, -0.6937, -0.4384, 0.2056

=====

(ii)
Formula: C3H6SSe
Source: the Open Molecules 2025 dataset
Level of theory: ωB97M-V/def2-TZVPD

The geometry in XYZ format:
```
11
C3H6SSe (ωB97M-V/def2-TZVPD)
Se 2.30660 0.14173 0.48528
S -2.25241 0.40746 0.57675
C -1.17800 -0.98862 -0.04169
C 0.59614 0.96009 -0.29140
C -0.55939 0.08206 0.71028
H -1.50306 -1.89429 0.34265
H -0.98079 -0.90493 -1.10910
H 0.48169 2.17039 -0.23978
H 0.43681 0.57962 -1.27826
H -0.06979 -0.08868 1.61350
H 2.72219 -0.46484 -0.76822
```

Summary:
- frontier orbital gap (eV) = 9.4
- E_LUMO (eV) = 0.69
- SMILES string = [SeH]C[C@@H]1CS1

These are the natural (NBO) partial charges, in e, on atoms 1 to 6: 0.0147, 0.1149, -0.4366, -0.5289, -0.3503, 0.2285

=====

Energies relative to the most stable structure are (i) 304.3; (ii) 0.0, reported in kJ/mol.

=====

(i)
Formula: C3HN2O3
Source: the Open Molecules 2025 dataset
Level of theory: ωB97M-V/def2-TZVPD

The geometry in XYZ format:
```
9
C3HN2O3 (ωB97M-V/def2-TZVPD)
O 2.06346 -1.91051 -0.19123
O 1.07287 0.02808 -0.77273
O -2.24163 -0.49063 0.82289
N -0.18156 -1.50872 0.34209
N -0.36710 2.10299 -0.12534
C -1.21412 -0.95518 0.50298
C 1.14538 -1.08295 -0.25175
C -0.40838 1.53102 -1.14524
H 0.13108 2.28591 0.81834
```

Summary:
- frontier orbital gap (eV) = 8.7
- net charge = -1
- E_LUMO (eV) = 3.91

These are the natural (NBO) partial charges, in e, on atoms 1 to 6: -0.7198, -0.7228, -0.5905, -0.6415, -0.8111, 0.8458

=====

(ii)
Formula: C3HN2O3
Source: the Open Molecules 2025 dataset
Level of theory: ωB97M-V/def2-TZVPD

The geometry in XYZ format:
```
9
C3HN2O3 (ωB97M-V/def2-TZVPD)
O -0.11063 -1.97550 0.29429
O -1.52546 0.73279 -3.18758
O 0.66715 2.20705 1.19107
N -0.95853 -0.70972 -1.35929
N 1.24396 0.18953 2.25242
C -0.26789 -0.81240 -0.18417
C -1.22773 0.05002 -2.25072
C 0.90505 1.07633 1.47448
H 1.27407 -0.75811 1.76950
```

Summary:
- frontier orbital gap (eV) = 6.7
- net charge = -1
- E_LUMO (eV) = 3.74

These are the natural (NBO) partial charges, in e, on atoms 1 to 6: -0.7125, -0.5933, -0.5822, -0.6126, -0.8206, 0.2005

=====

Energies relative to the most stable structure are (i) 0.0; (ii) 24.4, reported in kJ/mol.

=====

(i)
Formula: H22HeO11
Source: the Open Molecules 2025 dataset
Level of theory: ωB97M-V/def2-TZVPD

The geometry in XYZ format:
```
34
H22HeO11 (ωB97M-V/def2-TZVPD)
O 0.20450 -0.30974 -3.28950
O -1.82891 0.73536 -1.55275
O 1.35665 -1.46348 4.69623
O 3.18275 1.99331 0.16181
O 2.45005 -0.58393 -1.57041
O 0.18294 2.65990 0.21392
O -1.21604 1.35611 2.42638
O 0.88919 2.68479 -3.35115
O -0.74376 -1.18241 3.00639
O -2.02997 -2.31595 -1.52813
O -2.31417 -2.71815 1.02212
He 0.15960 0.00744 0.42238
H -2.17438 -2.40953 -0.58653
H 0.29052 3.60988 0.16718
H -2.14869 1.39406 2.21433
H -1.94745 -0.11994 -1.13967
H -2.14148 -3.47314 1.58462
H 2.52919 -1.47875 -1.23985
H 4.05502 1.91842 0.54880
H -0.91840 -1.48281 2.11449
H -0.81888 2.03822 1.88489
H 2.11132 -1.41781 4.10919
H 0.81869 1.76287 -3.10352
H 1.07074 2.32356 0.33606
H -0.23681 -0.58478 -2.48587
H -1.49735 -3.07492 -1.76584
H 0.60426 -1.27646 4.13484
H 1.77193 -0.63601 -2.24397
H -0.81369 -0.22907 2.95655
H -3.09966 -2.31670 1.39372
H 3.07923 1.19319 -0.35329
H -0.40701 -0.53854 -3.98946
H -1.38556 1.26323 -0.88866
H 0.96575 2.67185 -4.30520
```

Summary:
- frontier orbital gap (eV) = 10.4
- E_LUMO (eV) = -0.05

These are the natural (NBO) partial charges, in e, on atoms 1 to 6: -0.9782, -0.9538, -0.9670, -0.9717, -0.9722, -0.9829

=====

(ii)
Formula: H22HeO11
Source: the Open Molecules 2025 dataset
Level of theory: ωB97M-V/def2-TZVPD

The geometry in XYZ format:
```
34
H22HeO11 (ωB97M-V/def2-TZVPD)
O -0.56876 -2.39763 -1.08321
O 0.75197 -1.47561 -3.69167
O -2.79276 0.61312 2.33547
O -0.49570 2.04598 2.33192
O 1.21640 -1.20369 1.16393
O 3.55928 -1.19873 -2.41287
O 0.72066 2.75456 -0.24421
O -0.58159 2.80858 -2.82662
O -0.70657 -0.93314 3.49856
O 2.32683 0.51449 -0.39105
O -2.92348 -1.50475 -0.02472
He -0.32084 0.20536 -0.14117
H -1.54515 -0.65090 3.13337
H -0.08956 2.55466 1.63011
H -0.03748 -2.14966 -0.32658
H -0.95073 2.69613 2.86715
H -1.91666 0.99826 2.35431
H 0.37123 -1.77260 -2.86520
H 0.28487 2.88885 -3.22542
H -3.36977 1.34060 2.10296
H 1.29122 -2.12394 1.41645
H 3.07632 0.76767 0.14784
H 3.08813 -0.54155 -1.90067
H -1.45725 -2.12715 -0.85159
H -3.47544 -2.23807 0.24696
H -0.90240 -1.76092 3.93750
H -2.87054 -0.94448 0.74957
H 1.54964 -1.01252 -3.43574
H 3.48050 -2.00372 -1.90100
H -0.98490 2.06605 -3.27631
H 1.30440 1.99757 -0.29363
H 0.23341 2.73606 -1.06791
H 1.89250 -0.17525 0.11079
H 0.84216 -0.77352 1.93277
```

Summary:
- frontier orbital gap (eV) = 10.3
- E_LUMO (eV) = 0.05

These are the natural (NBO) partial charges, in e, on atoms 1 to 6: -0.9861, -0.9705, -1.0047, -0.9729, -0.9738, -0.9590

=====

Energies relative to the most stable structure are (i) 42.3; (ii) 0.0, reported in kJ/mol.

=====

(i)
Formula: C3H3NO4
Source: the Open Molecules 2025 dataset
Level of theory: ωB97M-V/def2-TZVPD

The geometry in XYZ format:
```
11
C3H3NO4 (ωB97M-V/def2-TZVPD)
O -0.49062 -0.62987 1.23609
O 2.53201 0.56557 0.43058
O 0.15904 0.42984 -0.65777
O -1.44013 -0.45878 -2.15883
N -1.36844 -0.88816 0.14060
C -0.99197 -0.29382 -1.03902
C 0.10001 0.54415 0.69706
C 1.59645 0.80560 1.12551
H 1.56954 1.03017 2.32794
H -0.48874 1.43110 0.99857
H -1.81101 -1.83381 0.18751
```

Summary:
- frontier orbital gap (eV) = 10.3
- E_LUMO (eV) = 0.13
- SMILES string = O=C[C@@H]1ONC(=O)O1

These are the natural (NBO) partial charges, in e, on atoms 1 to 6: -0.3404, -0.4440, -0.4830, -0.5588, -0.3825, 0.8498

=====

(ii)
Formula: C3H3NO4
Source: the Open Molecules 2025 dataset
Level of theory: ωB97M-V/def2-TZVPD

The geometry in XYZ format:
```
11
C3H3NO4 (ωB97M-V/def2-TZVPD)
O -0.57857 0.16322 1.30427
O 1.62185 0.98654 1.76672
O -0.72469 -0.34411 -1.93169
O 1.13281 -0.26576 -0.17531
N -1.34315 -0.67108 0.39444
C -1.35434 -0.70255 -0.83094
C 0.33379 0.36942 -1.24479
C 0.79745 0.35399 0.96145
H -2.12127 -1.29438 -1.11880
H -0.08670 1.25464 -0.89458
H 1.33737 0.29302 -1.77400
```

Summary:
- frontier orbital gap (eV) = 11.2
- E_LUMO (eV) = 0.34

These are the natural (NBO) partial charges, in e, on atoms 1 to 6: -0.3639, -0.5624, -0.4265, -0.5099, -0.1709, 0.3190

=====

Energies relative to the most stable structure are (i) 0.0; (ii) 231.6, reported in kJ/mol.